(1)
C5H8O | wB97M-V/def2-TZVPD

Properties
- Energy above the lowest of the compared OMol25 structures with the same formula, charge and spin: 93.8 kJ/mol
- Energy: -7361.2833 eV
- Multiplicity: 1
- E_LUMO: 0.0374 Eh
- Structure (SMILES): OC1CC=CC1
- Charge: 0
- HOMO-LUMO gap: 10.26 eV
- E_HOMO: -9.2 eV

```
14
C5H8O | the Open Molecules 2025 dataset | wB97M-V/def2-TZVPD
O -1.01778 1.75722 -0.41366
C -0.66894 0.68398 0.44160
C -1.03680 -0.71491 -0.16108
C 0.29171 -1.30924 -0.56734
C 1.29507 -0.48677 -0.28363
C 0.86377 0.61662 0.64692
H -0.44756 1.68120 -1.18992
H -1.21844 0.88547 1.37118
H -1.66783 -0.58336 -1.05246
H -1.59684 -1.34770 0.53874
H 0.44342 -2.33564 -0.89259
H 2.32177 -0.63911 -0.59539
H 1.37074 1.58338 0.50795
H 1.06771 0.20887 1.64969
```

***

(2)
C5H10O | wB97M-V/def2-TZVPD

Properties
- Energy above the lowest of the compared OMol25 structures with the same formula, charge and spin: 94.3 kJ/mol
- Energy: -7393.7875 eV
- Multiplicity: 1
- E_LUMO: 0.0387 Eh
- Structure (SMILES): C[C@@H]1OC1(C)C
- Charge: 0
- HOMO-LUMO gap: 11.07 eV
- E_HOMO: -10.0 eV

```
16
C5H10O | the Open Molecules 2025 dataset | wB97M-V/def2-TZVPD
C 1.95786 -0.76472 -0.18811
C 0.74360 -0.12927 -0.81861
O 0.56483 1.24195 -0.47912
C -0.43170 0.31113 -0.04868
C -1.75834 0.55013 -0.73473
C -0.52652 0.04730 1.44482
H 1.83372 -1.84185 -0.03167
H 2.83483 -0.60917 -0.82622
H 2.16033 -0.28437 0.77320
H 0.59157 -0.36164 -1.87694
H -1.61478 0.77371 -1.79605
H -2.24076 1.41802 -0.26887
H -2.43436 -0.30539 -0.63347
H -0.34692 0.97284 2.00104
H 0.19508 -0.70335 1.78348
H -1.52845 -0.31532 1.69995
```